Entry from OMol25: a molecular structure, C38H57ClCoN6OP at a distorted geometry (wB97M-V/def2-TZVPD).

The geometry in ORCA input format:
```
! RIJCOSX wB97M-V def2-TZVPD def2/J DEFGRID3
* xyz 2 5
Co 1.231 -0.302 -1.770
C -0.930 0.475 -3.780
N -0.914 0.410 -2.311
C -1.994 -0.449 -1.829
C -1.014 1.743 -1.776
C -2.212 2.375 -1.502
C -2.221 3.660 -0.975
C -1.027 4.302 -0.681
C 0.177 3.701 -0.976
C 0.208 2.427 -1.579
N 1.342 1.740 -1.887
C 2.504 2.368 -2.183
C 2.611 3.706 -2.624
C 3.847 4.270 -2.840
C 5.005 3.530 -2.628
C 4.918 2.194 -2.261
C 3.684 1.597 -2.083
N 3.524 0.177 -1.844
C 4.155 -0.210 -0.578
C 4.150 -0.526 -2.971
H -1.861 0.930 -4.135
H -0.859 -0.531 -4.193
H -0.090 1.071 -4.142
H -2.973 -0.136 -2.203
H -2.015 -0.433 -0.741
H -1.818 -1.466 -2.165
H -3.152 1.888 -1.698
H -3.161 4.146 -0.778
H -1.043 5.277 -0.222
H 1.100 4.181 -0.694
H 1.715 4.266 -2.842
H 3.917 5.291 -3.182
H 5.974 3.977 -2.792
H 5.830 1.632 -2.136
H 5.223 0.022 -0.570
H 4.038 -1.280 -0.421
H 3.680 0.322 0.245
H 5.216 -0.296 -3.047
H 3.671 -0.215 -3.900
H 4.044 -1.600 -2.842
C -2.332 0.617 6.385
C -1.109 1.158 5.623
C -1.298 2.659 5.386
C 0.121 0.943 6.515
C -0.939 0.373 4.275
O -0.901 -1.012 4.513
C -2.067 0.746 3.260
C -2.536 -0.442 2.410
C -3.782 -0.178 1.612
C -4.047 1.070 1.050
C -5.185 1.284 0.299
C -6.089 0.242 0.097
Cl -7.507 0.509 -0.837
C -5.839 -1.014 0.647
C -4.696 -1.213 1.394
C 0.450 0.696 3.656
N 0.645 0.050 2.393
C 0.592 0.575 1.170
N 0.832 -0.378 0.270
C 1.025 -1.486 1.034
N 0.923 -1.244 2.307
H -2.611 1.330 7.156
H -2.106 -0.322 6.888
H -3.201 0.470 5.746
H -1.255 3.174 6.342
H -2.260 2.880 4.933
H -0.515 3.075 4.758
H -0.120 1.228 7.535
H 0.960 1.553 6.193
H 0.418 -0.103 6.519
H -1.565 -1.243 5.172
H -1.704 1.554 2.622
H -2.932 1.122 3.803
H -2.716 -1.299 3.060
H -1.740 -0.746 1.722
H -3.358 1.889 1.199
H -5.388 2.253 -0.128
H -6.543 -1.818 0.495
H -4.510 -2.187 1.819
H 1.213 0.304 4.328
H 0.571 1.770 3.515
H 0.389 1.604 0.955
H 1.225 -2.458 0.636
C 1.539 -4.000 -5.097
C 1.404 -2.645 -4.407
P 1.253 -2.628 -2.553
C -0.268 -3.682 -2.374
C -0.804 -3.839 -0.954
C 2.576 -3.868 -2.131
C 2.921 -4.056 -0.660
H 1.556 -3.837 -6.173
H 0.703 -4.657 -4.879
H 2.463 -4.505 -4.828
H 0.513 -2.139 -4.792
H 2.264 -2.024 -4.668
H -0.023 -4.671 -2.768
H -1.037 -3.256 -3.027
H -0.103 -4.386 -0.330
H -1.733 -4.402 -0.976
H -1.000 -2.875 -0.488
H 3.475 -3.571 -2.680
H 2.247 -4.827 -2.538
H 3.129 -3.109 -0.167
H 3.813 -4.673 -0.575
H 2.124 -4.566 -0.124
*
```

Summary:
* orbital gap (alpha / beta): 8.34 / 5.18 eV
* DFT total energy: -110745.5288 eV
* E_HOMO (alpha / beta): -12.7808 / -12.7808 eV